Entry 1:
{"formula": "C3H4O3Sc", "method": "the ωB97M-V functional and the def2-TZVPD basis", "symbols": ["O", "C", "C", "O", "Sc", "H", "H", "H", "C", "O", "H"], "positions_angstrom": [[1.77, 0.33, -0.90], [1.58, -0.14, 0.38], [0.16, 0.05, 0.85], [-0.37, 1.20, 0.46], [0.09, 1.01, -1.68], [2.23, 0.37, 1.12], [1.80, -1.23, 0.50], [-0.09, -0.29, 1.87], [-1.33, -0.41, -0.73], [-2.64, -0.25, -0.59], [-3.18, -0.65, -1.29]], "total_charge": 1, "homo_energy_ev": [-12.09, -12.09], "multiplicity": 1, "de_lowest_kj_mol": 216.0}

***

Entry 2:
{"formula": "C2H4N2O2S", "method": "the ωB97M-V functional and the def2-TZVPD basis", "symbols": ["O", "C", "N", "O", "C", "N", "S", "H", "H", "H", "H"], "positions_angstrom": [[-2.62, -0.49, -0.14], [-1.74, 0.35, 0.01], [-0.41, 0.04, 0.06], [-0.06, -1.29, 0.19], [0.59, 0.94, 0.09], [1.84, 0.78, 0.05], [2.91, -0.42, -0.07], [-2.00, 1.46, -0.05], [-0.89, -1.79, -0.08], [0.14, 1.99, -0.02], [2.23, -1.58, -0.05]], "homo_energy_ev": -8.50, "multiplicity": 1, "de_lowest_kj_mol": 290.9, "smiles": "O=CN(O)/C=N\\S"}

***

Entry 3:
{"formula": "C34H109O43P9", "method": "the ωB97M-V functional and the def2-TZVPD basis", "symbols": ["C", "O", "H", "H", "H", "H", "C", "O", "H", "H", "H", "H", "C", "O", "H", "H", "H", "H", "C", "O", "H", "H", "H", "H", "C", "O", "H", "H", "H", "H", "C", "O", "H", "H", "H", "H", "C", "O", "H", "H", "H", "H", "C", "O", "P", "O", "O", "C", "O", "C", "H", "H", "H", "H", "H", "H", "H", "H", "H", "C", "O", "P", "O", "O", "C", "O", "C", "H", "H", "H", "H", "H", "H", "H", "H", "H", "C", "O", "P", "O", "O", "C", "O", "C", "H", "H", "H", "H", "H", "H", "H", "H", "H", "C", "O", "P", "O", "O", "C", "O", "C", "H", "H", "H", "H", "H", "H", "H", "H", "H", "C", "O", "P", "O", "O", "C", "O", "C", "H", "H", "H", "H", "H", "H", "H", "H", "H", "C", "O", "P", "O", "O", "C", "O", "C", "H", "H", "H", "H", "H", "H", "H", "H", "H", "C", "O", "P", "O", "O", "C", "O", "C", "H", "H", "H", "H", "H", "H", "H", "H", "H", "C", "O", "P", "O", "O", "C", "O", "C", "H", "H", "H", "H", "H", "H", "H", "H", "H", "C", "O", "P", "O", "O", "C", "O", "C", "H", "H", "H", "H", "H", "H", "H", "H", "H"], "positions_angstrom": [[2.88, 9.16, 2.79], [3.40, 8.07, 2.07], [3.23, 10.09, 2.32], [1.80, 9.22, 2.72], [3.20, 9.15, 3.83], [4.22, 8.47, 1.77], [-6.07, -5.15, -3.39], [-4.92, -4.36, -3.22], [-5.84, -6.05, -3.97], [-6.53, -5.41, -2.44], [-6.82, -4.57, -3.93], [-4.65, -3.99, -4.07], [2.72, -5.99, 8.09], [3.53, -5.52, 9.13], [1.67, -5.91, 8.39], [3.00, -5.57, 7.13], [2.79, -7.07, 7.98], [4.40, -5.78, 8.80], [-7.44, -0.86, 0.91], [-8.32, -1.57, 1.70], [-6.47, -0.73, 1.39], [-7.28, -1.43, 0.00], [-7.84, 0.12, 0.64], [-8.10, -2.50, 1.69], [7.79, 1.88, -5.02], [8.52, 2.14, -6.21], [7.77, 0.81, -4.86], [8.26, 2.32, -4.14], [6.75, 2.20, -5.11], [8.06, 2.91, -6.56], [3.69, -9.28, 2.08], [4.57, -8.30, 2.59], [2.69, -8.91, 1.86], [4.09, -9.60, 1.12], [3.63, -10.20, 2.67], [4.64, -7.52, 2.05], [8.38, 8.20, -2.23], [8.26, 7.92, -0.86], [7.34, 8.22, -2.58], [8.73, 9.23, -2.35], [8.97, 7.47, -2.77], [9.04, 7.41, -0.62], [-0.80, 0.84, -9.80], [-1.52, -0.10, -10.54], [-1.48, -1.60, -9.96], [-1.95, -1.82, -8.55], [0.03, -2.08, -10.25], [0.48, -3.39, -10.56], [-2.44, -2.37, -11.03], [-2.13, -2.25, -12.40], [-1.46, 1.67, -9.55], [0.02, 1.34, -10.30], [-0.46, 0.49, -8.82], [1.42, -3.63, -10.07], [0.54, -3.44, -11.65], [-0.24, -4.10, -10.16], [-1.30, -1.58, -12.60], [-3.00, -1.88, -12.94], [-1.82, -3.16, -12.91], [0.34, 10.60, -4.11], [0.77, 9.59, -4.89], [-0.14, 8.68, -5.90], [0.61, 7.74, -6.76], [-1.23, 7.97, -4.91], [-0.77, 7.12, -3.84], [-1.11, 9.77, -6.71], [-2.12, 9.34, -7.65], [0.35, 10.33, -3.05], [-0.65, 10.94, -4.39], [0.97, 11.49, -4.24], [-1.10, 7.48, -2.87], [0.26, 6.79, -3.92], [-1.31, 6.17, -3.89], [-1.88, 8.31, -7.92], [-2.21, 9.97, -8.53], [-3.03, 9.23, -7.06], [3.51, -12.51, -3.05], [3.77, -11.33, -3.80], [2.73, -10.57, -4.81], [2.01, -11.46, -5.79], [1.84, -9.90, -3.67], [0.69, -9.26, -4.01], [3.57, -9.36, -5.49], [4.21, -8.33, -4.65], [2.51, -12.90, -3.23], [3.67, -12.44, -1.98], [4.21, -13.31, -3.31], [-0.22, -9.57, -3.51], [0.42, -9.25, -5.07], [0.80, -8.21, -3.73], [5.29, -8.28, -4.72], [3.93, -8.43, -3.60], [3.87, -7.36, -5.01], [1.54, 3.94, 10.23], [2.78, 3.33, 10.41], [2.96, 1.85, 11.05], [2.43, 1.60, 12.41], [2.34, 0.88, 9.86], [2.69, 0.97, 8.48], [4.59, 1.69, 11.00], [5.22, 0.43, 11.34], [0.71, 3.29, 10.50], [1.47, 4.27, 9.20], [1.41, 4.90, 10.75], [3.16, 1.92, 8.19], [1.79, 0.86, 7.89], [3.33, 0.14, 8.20], [5.50, -0.18, 10.48], [4.67, -0.15, 12.08], [6.16, 0.73, 11.80], [10.46, -1.33, 6.52], [10.69, -2.63, 5.92], [10.82, -3.91, 6.86], [9.58, -4.37, 7.47], [11.58, -5.06, 5.89], [11.00, -5.23, 4.57], [12.06, -3.53, 7.83], [13.30, -2.93, 7.32], [11.11, -0.58, 6.06], [10.60, -1.27, 7.60], [9.43, -1.00, 6.37], [11.74, -4.94, 3.83], [10.09, -4.67, 4.35], [10.66, -6.26, 4.42], [13.94, -3.75, 6.99], [13.78, -2.47, 8.18], [13.19, -2.15, 6.57], [4.03, 1.06, 1.37], [4.24, -0.32, 1.18], [3.10, -1.31, 0.56], [3.58, -2.70, 0.15], [2.00, -1.29, 1.74], [0.69, -1.90, 1.53], [2.44, -0.42, -0.66], [1.62, -1.08, -1.63], [4.55, 1.60, 0.58], [4.33, 1.48, 2.33], [2.96, 1.28, 1.33], [0.70, -2.90, 1.96], [0.47, -2.02, 0.47], [-0.16, -1.32, 1.89], [0.65, -0.61, -1.78], [1.45, -2.15, -1.48], [2.03, -0.97, -2.64], [-3.60, 5.62, 3.53], [-4.61, 6.00, 2.61], [-5.43, 7.41, 2.86], [-6.36, 7.43, 4.04], [-4.20, 8.51, 2.80], [-4.60, 9.87, 2.77], [-6.21, 7.52, 1.44], [-7.37, 6.76, 1.28], [-3.59, 6.26, 4.42], [-2.68, 5.64, 2.95], [-3.82, 4.60, 3.86], [-5.61, 10.01, 2.37], [-3.95, 10.46, 2.11], [-4.48, 10.35, 3.74], [-7.39, 6.41, 0.24], [-8.30, 7.32, 1.33], [-7.59, 5.99, 2.02], [-6.14, -4.97, 7.11], [-6.37, -6.33, 6.78], [-7.77, -6.88, 6.16], [-7.92, -6.68, 4.68], [-8.94, -6.29, 7.14], [-8.98, -6.69, 8.52], [-7.80, -8.48, 6.55], [-8.98, -9.22, 6.28], [-7.02, -4.47, 6.71], [-5.30, -4.53, 6.56], [-5.91, -4.82, 8.17], [-9.58, -7.57, 8.75], [-9.52, -5.87, 8.99], [-7.97, -6.80, 8.92], [-9.86, -8.58, 6.38], [-9.14, -10.09, 6.92], [-8.96, -9.62, 5.27], [-10.87, 5.09, -8.86], [-10.02, 4.52, -7.91], [-8.64, 5.23, -7.45], [-7.59, 5.21, -8.49], [-8.24, 4.40, -6.09], [-7.64, 3.10, -6.14], [-9.08, 6.66, -6.84], [-9.50, 7.75, -7.68], [-11.40, 5.98, -8.54], [-11.67, 4.44, -9.21], [-10.22, 5.31, -9.71], [-6.58, 3.28, -5.93], [-7.59, 2.65, -7.13], [-8.09, 2.43, -5.41], [-8.87, 8.58, -7.36], [-10.55, 7.99, -7.55], [-9.23, 7.65, -8.73]], "homo_energy_ev": -10.10, "multiplicity": 1, "de_lowest_kj_mol": 35.7}

***

What did the first record say?
{"formula": "C3H4O3Sc", "method": "the ωB97M-V functional and the def2-TZVPD basis", "symbols": ["O", "C", "C", "O", "Sc", "H", "H", "H", "C", "O", "H"], "positions_angstrom": [[1.77, 0.33, -0.90], [1.58, -0.14, 0.38], [0.16, 0.05, 0.85], [-0.37, 1.20, 0.46], [0.09, 1.01, -1.68], [2.23, 0.37, 1.12], [1.80, -1.23, 0.50], [-0.09, -0.29, 1.87], [-1.33, -0.41, -0.73], [-2.64, -0.25, -0.59], [-3.18, -0.65, -1.29]], "total_charge": 1, "homo_energy_ev": [-12.09, -12.09], "multiplicity": 1, "de_lowest_kj_mol": 216.0}